#P
DFT (wB97M-V/def2-TZVPD) results for 2 unconnected molecules or ions with the total composition C3H4INO.

Each line ends with the Mulliken charge.
Element x y z (Å)
N: 1.7434 -0.4383 -0.5466  -0.386
C: 2.5825 0.3070 -0.1275  0.579
O: 3.3022 1.1894 0.1619  -0.428
H: 1.5599 -1.3562 -0.4370  0.223
C: -1.1846 0.6402 -0.1201  -0.622
C: -1.8246 -0.2624 0.5863  -0.293
I: -1.9847 -2.2003 -0.0145  0.067
H: -1.2986 1.6766 -0.0758  0.270
H: -0.3762 0.3959 -0.7689  0.212
H: -2.5193 0.0482 1.3421  0.379

gap between HOMO and LUMO	0.35645	Eh
SMILES string	N=C=O.C=CI
highest occupied orbital energy	-9.17	eV



#Q
DFT (wB97M-V/def2-TZVPD) results for a single C3H4INO molecule.

Each line ends with the Mulliken charge.
Element x y z (Å)
C: -1.6031 0.1612 -0.5373  -1.012
C: -0.3253 0.2479 0.1618  0.144
N: 0.6850 -0.5188 0.1156  -0.274
C: 1.8723 -0.6124 0.5859  0.384
O: 2.1719 -1.1419 1.7505  -0.555
I: 3.2923 0.2871 -0.7411  0.040
H: -2.4836 -0.3017 0.0139  0.278
H: -1.4310 -0.2140 -1.5750  0.269
H: -2.0210 1.0936 -0.7250  0.353
H: -0.1575 0.9989 0.9506  0.375

gap between HOMO and LUMO	0.34428	Eh
SMILES string	C/C=N/C(=O)I
highest occupied orbital energy	-9.66	eV



The structure with the greatest stability is #P.



#P
DFT (wB97M-V/def2-TZVPD) results for a single C4H8FNO molecule.

Each line ends with the Mulliken charge.
Element x y z (Å)
C: -0.3407 -0.6601 -1.5320  -0.713
C: 2.4519 -0.9447 -0.4506  -0.338
C: -0.2731 -0.0153 1.4314  -1.054
C: 0.7415 0.5277 0.3894  0.000
N: 1.1778 -0.4806 -0.6033  0.179
O: 0.1062 1.6267 -0.2372  -0.579
F: 3.0350 -0.4545 0.6950  -0.164
H: -0.0610 -1.3726 -2.3417  0.310
H: -1.0275 -1.1700 -0.8528  0.283
H: -0.4557 0.7723 2.2972  0.318
H: -1.2209 -0.3660 1.0745  0.277
H: 0.1918 -0.9687 1.8043  0.333
H: 1.6230 1.0547 0.7646  0.457
H: -0.6189 0.2923 -1.7433  0.353
H: 0.0349 2.3804 0.4048  0.338

gap between HOMO and LUMO	0.34450	Eh
highest occupied orbital energy	-8.78	eV



#Q
DFT (wB97M-V/def2-TZVPD) results for 2 unconnected molecules or ions with the total composition C4H8FNO.

Each line ends with the Mulliken charge.
Element x y z (Å)
C: -1.2233 0.6030 0.3152  -1.307
C: -0.1495 1.2580 -0.0333  1.014
F: 0.1812 2.4101 0.6289  -0.297
N: 0.8069 0.8637 -0.9366  -0.181
C: 0.6529 -0.2525 -1.8120  -0.809
H: -2.0336 0.9604 0.8235  0.314
H: -1.3610 -0.4288 0.0090  0.181
H: 1.6510 1.5261 -1.0267  0.267
H: 1.3731 -1.1074 -1.5546  0.199
H: -0.4108 -0.4772 -1.7311  0.296
H: 0.8685 0.0465 -2.8492  0.326
C: -0.1174 -1.3567 2.1174  -0.177
O: 0.7236 -1.9137 1.4961  -0.375
H: 0.1669 -0.3701 2.4876  0.270
H: -1.1285 -1.7613 2.0658  0.278

gap between HOMO and LUMO	0.34263	Eh
SMILES string	C=C(F)NC.C=O
highest occupied orbital energy	-8.32	eV



The structure with the greatest stability is #Q.



#P
DFT (wB97M-V/def2-TZVPD) results for 2 unconnected molecules or ions with the total composition C4H8FNO.

Each line ends with the Mulliken charge.
Element x y z (Å)
C: 0.9016 0.9586 -0.4348  -0.557
C: -0.6246 0.9810 -0.2538  -0.291
C: 1.2897 -0.3000 0.3484  -0.390
C: -0.7718 0.1716 0.9956  0.256
N: -2.0077 -1.9039 0.2250  -0.623
O: 0.3742 -0.3482 1.4392  -0.292
F: -1.6133 0.5409 1.9543  -0.245
H: 1.2095 0.9097 -1.4754  0.313
H: 1.3507 1.8394 0.0277  0.268
H: -1.0341 1.9825 -0.1068  0.275
H: -1.1454 0.5102 -1.0890  0.289
H: 1.1458 -1.2000 -0.2590  0.295
H: 2.2979 -0.2859 0.7644  0.313
H: -1.7037 -2.4983 0.9923  0.189
H: -2.9276 -1.5534 0.4871  0.199

gap between HOMO and LUMO (spin up / spin down)	0.28436 / 0.35768	Eh
highest occupied orbital energy (spin up / spin down)	-7.33 / -8.88	eV



#Q
DFT (wB97M-V/def2-TZVPD) results for a molecular structure, C4H8FNO.

Each line ends with the Mulliken charge.
Element x y z (Å)
C: -0.6208 0.5432 -1.6398  -1.170
C: 0.0045 -0.3075 -0.5579  0.692
C: -0.4200 -0.5104 0.8311  -0.227
C: 0.2994 0.6894 0.4941  0.002
H: -0.9971 1.7750 -1.2227  0.295
H: -1.5742 0.0909 -2.5010  0.235
H: 0.2668 0.6440 -2.4806  0.195
H: 1.4718 -0.5614 -2.1580  0.378
H: -1.5281 -0.4258 0.8191  0.255
H: 0.7549 -2.1424 1.1512  0.352
H: -1.0051 -2.1267 2.3588  0.292
H: 1.3364 0.7225 0.8572  0.349
N: -0.0304 -1.4491 2.0442  -0.654
O: 1.1194 -1.0228 -1.0719  -0.634
F: -0.3385 1.9846 0.2975  -0.360

gap between HOMO and LUMO	0.35846	Eh
highest occupied orbital energy	-9.48	eV



The structure with the greatest stability is #P.



#P
DFT (wB97M-V/def2-TZVPD) results for a single C6H6S2 molecule.

Each line ends with the Mulliken charge.
Element x y z (Å)
C: -1.9788 0.2861 -2.1235  0.224
C: -1.3825 -0.3165 -1.2708  -0.795
C: -0.6157 -0.8741 -0.1108  0.014
C: -0.3769 0.1976 1.1191  -0.047
S: -1.3760 0.6231 2.4302  -0.200
C: 1.0276 0.5364 0.8921  -0.628
C: 1.1120 -0.6076 -0.1130  -0.055
S: 1.9940 -0.2110 -1.6713  -0.206
H: -2.6406 0.9795 -2.6302  0.383
H: -0.8461 -1.9531 0.2331  0.348
H: 1.3376 1.4681 0.2289  0.259
H: 1.8204 0.5683 1.7424  0.266
H: 1.6361 -1.5898 0.1446  0.298
H: 2.0895 -1.3972 -2.2208  0.138

gap between HOMO and LUMO	0.29099	Eh
SMILES string	C#C[C@@H]1C(=S)C[C@@H]1S
highest occupied orbital energy	-8.77	eV



#Q
DFT (wB97M-V/def2-TZVPD) results for a single C6H6S2 molecule.

Each line ends with the Mulliken charge.
Element x y z (Å)
C: 1.7821 -0.5832 -0.0585  -1.337
C: 0.3424 -0.3991 0.3291  0.537
C: -0.0995 0.9619 0.8453  -0.101
S: 0.7192 2.0223 1.7258  -0.279
C: -1.4336 1.1986 0.2715  -0.288
C: -1.6964 0.3113 -0.6588  -0.423
C: -0.6706 -0.6623 -0.7865  -0.003
S: -0.7014 -2.0742 -1.5968  -0.239
H: 1.8651 -1.5927 -0.5110  0.350
H: 2.0492 0.2225 -0.7804  0.353
H: 2.4602 -0.5785 0.7907  0.348
H: 0.0992 -1.1091 1.1426  0.235
H: -2.1257 2.0455 0.5355  0.383
H: -2.5902 0.2373 -1.2486  0.463

gap between HOMO and LUMO	0.26417	Eh
SMILES string	CC1C(=S)C=CC1=S
highest occupied orbital energy	-8.80	eV



The structure with the greatest stability is #Q.